Record 1
2 unconnected molecules or ions with the total composition C3H10O2S in a non-equilibrium geometry, computed with the ωB97M-V functional and the def2-TZVPD basis.

Output
SMILES string = OCCCS.O
energy = -668.94843 hartree
orbital gap = 9.940 eV
ΔE to the lowest compared entry with this formula, charge and spin = 0.050 eV

```
! RIJCOSX wB97M-V def2-TZVPD def2/J DEFGRID3
* xyz 0 1
S 1.854 1.382 -1.392
O -3.471 -0.790 -0.866
O -0.818 -1.851 1.684
C 0.572 -0.323 0.392
C 1.030 1.111 0.196
C -0.223 -0.540 1.654
H 0.376 -0.482 2.562
H 1.024 0.638 -2.134
H 0.002 -0.608 -0.492
H -1.038 0.153 1.687
H -0.283 -2.454 1.160
H -4.383 -0.596 -0.627
H 0.230 1.849 0.309
H 1.778 1.393 0.921
H -3.116 -1.208 -0.064
H 1.434 -1.004 0.355
*
```

Record 2
18 unconnected molecules or ions with the total composition C36H114N30O18 in a non-equilibrium geometry, computed with the ωB97M-V functional and the def2-TZVPD basis.

Output
energy = -4437.32731 hartree
orbital gap = 8.353 eV

```
! RIJCOSX wB97M-V def2-TZVPD def2/J DEFGRID3
* xyz 0 1
O 0.464 -6.622 -1.979
O -5.454 -1.163 -2.887
O -1.579 0.113 -0.739
O -0.495 -2.930 4.268
O -2.084 -3.214 -5.717
O -3.033 2.759 -2.056
O -0.871 6.062 -1.322
O 1.285 4.846 3.722
O 2.565 -3.666 -6.171
O -0.793 2.229 -5.177
O -5.426 -5.467 -0.386
O -2.907 4.427 6.501
O -6.148 -1.741 2.800
O 4.067 2.089 -0.683
O -1.063 7.190 3.217
O 1.608 0.164 5.677
O 3.762 -2.573 1.661
O 4.810 1.397 5.819
N 1.150 2.135 6.663
N 1.408 -2.198 3.380
N -2.741 4.230 -0.414
N -7.605 -0.792 -2.196
N 0.657 -1.594 -7.689
N 0.845 1.940 4.478
N 0.250 -3.768 2.332
N 2.957 3.307 -2.204
N -0.303 6.095 1.381
N 0.596 -4.497 -1.219
N -0.344 4.200 -2.464
N -1.308 -5.585 -1.111
N 4.595 2.613 2.325
N -2.893 1.520 -4.638
N -4.365 0.469 3.492
N 3.515 5.203 3.570
N -3.990 -3.724 -0.533
N -2.306 7.061 1.325
N 3.147 -4.123 -2.598
N -0.400 0.872 2.160
N -0.867 4.462 5.538
N 2.603 5.012 5.555
N 0.820 5.999 -2.865
N 4.331 -3.290 4.439
N -4.062 2.459 -0.036
N 3.189 1.179 -2.562
N -5.854 -3.723 -1.767
N -6.589 0.594 -3.628
N -2.017 0.928 -6.566
N -2.572 3.463 4.481
C 3.169 -3.848 -7.434
C 3.252 -2.959 0.399
C -0.653 -3.472 -8.289
C 4.933 -3.293 2.072
C -0.320 1.580 0.864
C -0.035 -5.629 -1.471
C 3.389 -3.808 -5.012
C -1.808 1.590 -5.442
C -5.134 -4.357 -0.855
C 2.486 -3.593 -3.792
C -6.483 -0.493 -2.865
C -1.214 6.807 2.052
C -5.530 -0.921 1.786
C -3.291 3.118 -0.893
C 6.649 -3.740 3.952
C 4.965 2.259 4.651
C 0.881 2.487 0.871
C 2.124 -2.124 -3.580
C -0.291 0.539 -0.278
C -0.170 5.475 -2.152
C -4.216 -0.391 2.334
C -2.155 4.138 5.578
C -3.059 -1.408 2.657
C 2.386 5.049 4.247
C 3.502 2.195 -1.766
C -1.775 -0.635 -1.891
C 1.273 1.324 5.581
C 5.388 -2.996 3.503
C -2.525 -3.129 -4.320
C 5.027 1.993 7.085
C 4.247 1.734 3.433
C 0.392 -3.041 3.421
C -0.737 -2.105 -7.561
C -1.005 -2.377 -6.074
C -5.960 -3.122 2.518
C 4.533 0.348 3.035
H 0.635 1.422 3.629
H 5.617 -3.268 1.221
H -0.144 -0.100 2.032
H 5.120 3.083 7.040
H 2.125 -2.233 2.667
H 6.006 1.637 7.407
H 1.543 -4.126 -3.921
H 0.652 6.016 1.685
H -0.393 4.660 4.664
H -0.554 5.969 0.407
H -6.218 -0.104 1.556
H -4.926 -0.029 4.178
H 3.510 4.933 5.981
H -3.833 -2.751 -0.744
H 2.452 -3.858 -8.251
H 6.999 -3.467 4.946
H 5.612 -1.926 3.529
H 4.252 3.544 2.547
H -2.383 4.821 -1.152
H -1.470 -1.500 -8.094
H 1.051 -3.861 1.729
H 0.837 3.082 6.573
H -2.700 4.387 0.580
H 4.109 -3.828 -2.479
H 3.778 -4.756 -7.466
H 6.284 -4.766 4.045
H 3.362 0.278 -2.145
H 0.848 3.268 1.635
H -1.575 -5.036 -0.312
H 1.618 -1.753 -4.472
H -5.710 0.802 -4.073
H -1.726 -3.580 -3.728
H 2.773 1.273 -3.471
H -0.109 -2.802 -5.614
H -6.809 -3.991 -1.934
H -3.660 0.270 1.660
H 7.460 -3.721 3.225
H 2.812 -3.950 0.554
H 4.572 3.204 5.027
H 2.410 -2.330 0.107
H 4.650 -4.354 2.052
H 0.335 -0.283 0.082
H -1.593 -4.025 -8.305
H -2.995 7.566 1.861
H -7.664 -1.631 -1.644
H -2.915 -2.165 -3.998
H 3.796 -4.821 -4.990
H 2.993 -1.495 -3.378
H 0.953 5.523 -3.743
H -4.392 2.914 0.798
H -5.552 -2.776 -1.977
H -3.347 -3.835 -4.202
H 0.196 0.974 -1.156
H 1.835 2.021 1.125
H 3.175 1.772 3.644
H -8.420 -0.216 -2.317
H 4.009 2.385 1.528
H -4.600 1.672 -0.361
H -1.317 -0.279 -2.822
H -1.915 -6.349 -1.361
H -5.362 -1.430 0.834
H -1.309 -1.622 -1.809
H 5.605 0.174 2.911
H -3.442 -4.099 0.222
H -3.519 3.151 4.361
H -2.842 -0.589 -2.112
H 3.976 -3.011 -0.415
H -1.403 0.837 2.307
H 1.444 -1.957 -2.743
H 4.202 -3.084 -4.912
H 3.926 -3.087 -7.645
H 4.144 1.773 7.684
H -2.859 2.041 -3.775
H -0.624 -4.230 2.153
H 1.166 -2.268 -7.128
H 1.107 1.642 7.540
H -0.994 3.617 -1.957
H 6.025 2.411 4.430
H 1.433 -1.553 4.160
H 3.506 -2.750 4.187
H -2.770 0.262 -6.588
H 0.094 -4.057 -7.750
H 2.338 3.201 -2.988
H -3.431 -2.168 3.347
H -6.438 -3.296 1.550
H 1.084 -1.797 -8.584
H -1.290 0.922 -7.263
H -6.395 -3.749 3.293
H 1.433 -4.217 -1.715
H 4.273 5.563 4.125
H 0.710 2.942 4.368
H 1.799 4.900 6.150
H 2.783 4.059 -1.557
H 0.768 7.002 -2.985
H -0.603 4.870 6.422
H -0.012 3.868 -3.354
H -7.474 0.926 -3.969
H -0.326 -3.369 -9.325
H -1.842 2.887 4.087
H 0.030 -3.780 -0.797
H -2.781 -2.043 1.813
H -1.106 -1.363 -5.673
H 3.370 5.456 2.604
H -3.690 1.000 -4.955
H 4.364 -2.793 5.326
H 4.248 -0.230 3.917
H 3.262 -5.130 -2.635
H -2.202 -0.886 3.073
H -5.055 1.115 3.114
H 4.024 0.005 2.135
H -2.349 7.079 0.320
H -1.248 2.135 0.717
H -4.927 -3.440 2.365
H 0.933 3.109 -0.026
*
```

Record 3
C20H25N3O2 in the gas phase, computed with the ωB97M-V functional and the def2-TZVPD basis.

Output
SMILES string = CCN1CCC[C@H]1CNC(=O)Cn1cccc1C(=O)c1ccccc1
energy = -1091.87918 hartree
orbital gap = 8.548 eV
ΔE to the lowest compared entry with this formula, charge and spin = 1.330 eV

```
! RIJCOSX wB97M-V def2-TZVPD def2/J DEFGRID3
* xyz 0 1
O 1.552 -2.329 -0.803
O -1.539 0.513 1.079
N 0.663 -0.258 -0.556
N -1.414 -2.335 0.417
N 3.159 0.489 0.368
C 0.819 -1.549 -0.233
C -5.456 2.198 0.830
C 3.732 1.709 -1.613
C 4.221 -0.272 -0.274
C -3.082 -3.554 -0.407
C 3.583 1.237 1.537
C 1.556 0.412 -1.467
C 3.635 0.325 2.759
C -3.714 0.673 0.181
C -2.474 -1.478 0.212
C 2.569 1.281 -0.696
C -2.474 -0.074 0.536
C -3.530 -2.243 -0.289
C -5.354 1.385 -1.424
C -1.773 -3.570 0.032
C -0.106 -2.003 0.917
C -4.229 0.644 -1.112
C 4.762 0.584 -1.445
C -5.975 2.153 -0.453
C -4.322 1.472 1.143
H 4.366 -0.467 2.624
H 4.137 2.662 -1.272
H 2.662 -0.133 2.915
H 5.001 -0.520 0.445
H -5.748 1.363 -2.430
H 3.903 0.898 3.643
H 0.089 0.320 0.047
H 0.979 1.039 -2.153
H 0.333 -2.899 1.362
H 4.852 -0.015 -2.349
H -3.734 0.059 -1.873
H -1.083 -4.390 0.092
H -3.902 1.507 2.137
H -3.640 -4.396 -0.762
H -4.512 -1.883 -0.519
H 3.793 -1.206 -0.645
H 2.035 2.137 -0.274
H 4.564 1.719 1.393
H 2.075 -0.362 -2.034
H 3.405 1.827 -2.645
H -6.859 2.724 -0.700
H 5.747 0.987 -1.212
H -0.188 -1.213 1.664
H 2.848 2.024 1.723
H -5.933 2.805 1.586
*
```